Entry 1:
Formula: C34H53BrN2P2Pd
Source: the Open Molecules 2025 dataset
Level of theory: ωB97M-V/def2-TZVPD

Structure (XYZ):
```
93
Properties=species:S:1:pos:R:3:forces:R:3:lowdin_charge:R:1
N 3.430 -8.561 -1.511 0.2 -0.2 0.1 0.03
C 4.248 -7.851 -0.727 -0.7 0.6 -0.3 -0.15
C 4.028 -6.496 -0.432 -0.4 -0.2 -0.2 -0.03
C 2.886 -5.823 -0.943 0.0 -0.6 -0.7 -0.20
C 2.057 -6.603 -1.792 0.5 -0.5 0.2 -0.03
C 2.366 -7.952 -2.036 0.1 0.9 0.3 -0.15
C 2.540 -4.430 -0.561 -0.9 0.4 0.0 -0.03
Pd 0.968 -0.256 -0.339 -0.3 -0.5 1.2 0.45
P -3.782 1.726 2.044 -1.8 1.2 1.0 0.96
C 1.282 -3.890 -0.701 1.4 -1.5 -0.3 -0.05
C 0.666 -2.897 0.147 0.5 2.3 0.3 -0.28
C -0.704 -3.024 0.469 -0.4 0.3 0.8 -0.08
C -1.236 -2.544 1.669 0.4 -0.9 -0.2 -0.15
C -0.350 -1.952 2.616 1.2 0.7 -2.4 -0.74
C 0.912 -1.523 2.172 -0.4 -0.4 0.1 -0.15
C 1.464 -1.952 0.895 -0.3 -0.5 0.9 -0.25
Br -0.864 -1.714 4.390 -0.1 0.1 0.6 0.78
H 3.326 -3.896 -0.017 -0.4 -0.2 0.2 0.10
H 0.599 -4.440 -1.353 0.0 0.0 0.3 0.10
H 4.745 -6.012 0.224 -0.2 0.2 -0.1 0.10
H 1.168 -6.199 -2.263 0.1 0.1 0.1 0.09
H 5.108 -8.397 -0.325 -0.3 0.3 -0.1 0.10
H 1.728 -8.565 -2.682 0.2 0.3 0.2 0.10
H -1.306 -3.602 -0.226 -0.2 0.0 0.2 0.11
H 2.534 -2.009 0.722 0.0 0.1 0.5 0.08
H -2.281 -2.718 1.924 0.3 0.0 0.0 0.09
H 1.523 -0.900 2.837 -0.1 -0.5 -0.2 0.08
P -0.368 0.558 -1.899 0.0 -0.4 0.8 0.80
C -2.947 0.869 3.405 0.4 -0.5 -0.2 -0.47
C -3.950 0.562 4.524 0.2 0.1 0.1 -0.18
H -2.119 1.495 3.774 -0.3 -0.2 0.0 0.07
H -2.509 -0.042 2.974 0.1 0.1 0.4 0.02
H -3.437 0.163 5.400 0.0 -0.1 0.0 0.05
H -4.481 1.475 4.821 0.1 -0.2 -0.1 0.06
H -4.700 -0.171 4.210 0.1 0.1 0.0 0.07
C -4.501 0.403 1.021 0.1 -0.3 -0.4 -0.41
C -5.980 0.717 0.747 0.0 -0.2 0.0 -0.18
H -4.400 -0.538 1.584 0.0 0.2 -0.2 0.08
H -3.945 0.294 0.082 -0.3 -0.2 0.3 0.03
H -6.465 -0.117 0.233 0.0 0.0 0.0 0.06
H -6.522 0.901 1.684 0.2 0.0 -0.2 0.06
H -6.088 1.607 0.118 0.0 -0.1 0.1 0.06
C -2.522 2.733 1.212 0.3 -0.1 -0.8 -0.44
C -2.774 4.210 1.571 -0.1 0.3 0.0 -0.18
H -2.567 2.569 0.115 0.0 0.2 0.6 0.07
H -1.548 2.384 1.558 0.0 0.1 -0.4 0.02
H -2.419 4.888 0.785 0.1 -0.1 0.2 0.06
H -3.858 4.390 1.706 0.6 -0.1 -0.1 0.05
H -2.281 4.493 2.516 -0.2 -0.1 -0.3 0.06
C -0.054 2.243 -2.500 0.0 0.3 -0.3 -0.39
C -0.214 2.478 -4.002 0.1 0.5 -0.1 -0.14
H 0.948 2.530 -2.155 -0.3 -0.1 -0.3 0.05
H -0.757 2.880 -1.938 0.1 -0.2 -0.1 0.07
H 0.742 2.371 -4.528 -0.3 0.0 0.1 0.06
H -0.937 1.807 -4.468 0.0 0.0 0.0 0.07
H -0.559 3.501 -4.167 0.0 0.0 -0.2 0.07
C -2.186 0.526 -1.728 -0.2 0.4 -0.4 -0.42
C -2.866 -0.761 -2.173 -0.3 0.0 0.0 -0.14
H -2.565 1.394 -2.288 -0.3 -0.2 0.0 0.08
H -2.366 0.725 -0.663 0.1 -0.2 -0.4 0.02
H -2.853 -0.854 -3.266 0.0 -0.1 0.3 0.07
H -2.395 -1.650 -1.735 0.0 0.2 -0.1 0.06
H -3.917 -0.745 -1.859 0.1 -0.1 -0.1 0.06
C 0.082 -0.628 -3.207 -0.7 0.0 -0.4 -0.40
C 1.439 -0.314 -3.823 0.4 -0.2 -0.2 -0.15
H -0.734 -0.610 -3.937 0.3 -0.3 -0.3 0.06
H 0.096 -1.614 -2.712 -0.1 0.5 -0.3 0.06
H 1.940 -1.252 -4.090 0.0 0.2 -0.1 0.08
H 1.341 0.291 -4.728 0.0 -0.1 0.1 0.06
H 2.105 0.215 -3.130 -0.3 -0.1 -0.2 0.04
C 2.818 3.809 2.472 0.1 -0.1 0.1 0.00
N 1.648 2.960 2.097 -0.1 0.0 0.3 -0.17
C 0.546 3.181 3.078 0.0 -0.2 0.1 0.00
C 1.233 3.165 0.637 -0.1 0.0 0.1 -0.10
C 2.324 2.631 -0.236 0.8 0.3 -1.1 -0.34
C 3.260 3.536 -0.763 -0.3 -0.2 0.3 -0.09
C 4.314 3.061 -1.530 0.1 0.5 -0.1 -0.11
C 4.443 1.698 -1.782 0.0 -0.6 0.0 -0.09
C 3.525 0.790 -1.245 1.0 1.0 -0.6 -0.17
C 2.437 1.272 -0.545 -1.0 -1.1 2.4 -0.24
H 2.527 4.861 2.367 0.1 -0.3 0.0 0.11
H 3.665 3.583 1.820 -0.2 0.0 0.1 0.10
H 3.077 3.594 3.516 -0.1 0.1 -0.3 0.10
H 1.932 1.970 2.162 -0.1 0.1 -0.4 0.17
H 0.288 4.246 3.072 0.0 -0.3 0.0 0.11
H -0.317 2.570 2.793 0.4 0.2 0.2 0.06
H 0.897 2.869 4.073 -0.1 0.2 -0.3 0.11
H 0.264 2.665 0.501 0.4 -0.2 0.1 0.09
H 1.080 4.244 0.509 0.1 -0.1 0.1 0.14
H 3.133 4.599 -0.539 0.3 -0.1 -0.2 0.11
H 5.046 3.765 -1.911 0.0 -0.1 -0.1 0.09
H 5.256 1.319 -2.396 0.1 0.2 0.1 0.10
H 3.643 -0.285 -1.394 0.1 0.3 -0.1 0.09
```
Positions in Å, forces in eV/Å.

Properties
HOMO energy (alpha / beta) in eV: -4.900 / -4.907
Strongest force on any atom in eV/Å: 2.8
Energy relative to the best compared isomer or geometry (same formula, charge and spin) in kcal per mole: 11.4

---

Entry 2:
Formula: C4H4N2S
Source: the Open Molecules 2025 dataset
Level of theory: ωB97M-V/def2-TZVPD

Structure (XYZ):
```
11
Properties=species:S:1:pos:R:3:forces:R:3:lowdin_charge:R:1
C -2.336 -0.068 -0.269 1.5 1.1 -0.2 -0.19
C -1.015 0.387 -0.292 1.3 -3.3 0.7 -0.10
C 0.561 -1.476 0.053 -2.1 0.4 -2.0 -0.45
C 1.109 1.341 0.164 0.7 0.4 -2.2 -0.40
N -3.318 -0.606 -0.065 -1.6 -0.7 0.1 0.18
N -0.265 1.286 -0.061 0.3 1.6 1.1 0.00
S 1.918 -0.432 0.017 -0.5 -0.7 0.0 0.75
H 0.051 -1.918 0.896 0.5 0.4 0.8 0.00
H 0.291 -2.127 -0.829 0.8 1.1 0.6 0.03
H 1.463 1.953 -0.736 0.2 -0.8 1.5 0.11
H 1.541 1.660 1.123 -1.1 0.4 -0.4 0.08
```
Positions in Å, forces in eV/Å.

Properties
HOMO energy (alpha / beta) in eV: -8.575 / -8.576
Strongest force on any atom in eV/Å: 3.6
Energy relative to the best compared isomer or geometry (same formula, charge and spin) in kcal per mole: 101.3

---

Entry 3:
Formula: C20H37N7OPReSbSe4
Source: the Open Molecules 2025 dataset
Level of theory: ωB97M-V/def2-TZVPD

Structure (XYZ):
```
72
Properties=species:S:1:pos:R:3:forces:R:3:lowdin_charge:R:1
Re -0.346 0.847 -0.506 0.4 0.1 0.3 0.63
Se -0.045 -0.299 4.524 0.0 -0.1 -0.1 -0.19
Sb -0.619 -1.389 2.451 -0.1 0.3 0.3 -0.26
Se -2.012 0.349 1.076 -0.1 -0.2 0.2 0.05
Se 1.131 -0.592 0.716 -0.2 0.0 -0.5 0.05
Se -1.291 -3.645 2.148 0.0 0.0 0.0 -0.18
C 1.812 4.656 -2.503 0.0 -0.1 0.2 0.02
N 1.653 4.150 -1.139 0.1 0.3 0.3 -0.03
C 2.444 4.560 -0.093 0.1 0.0 0.0 -0.02
C 2.318 4.052 1.145 0.0 -0.2 0.1 0.03
C 1.343 3.009 1.368 0.0 0.3 0.1 -0.35
N 0.554 2.664 0.340 0.4 0.1 0.7 0.00
C 0.707 3.221 -0.876 -0.7 -0.5 -0.5 -0.53
O -0.057 2.758 -1.761 0.2 0.5 -0.4 -0.07
N 1.200 2.414 2.527 0.1 -0.1 -0.1 0.22
H 2.413 5.560 -2.462 0.0 0.0 0.0 0.09
H 0.832 4.879 -2.915 0.0 0.0 0.0 0.10
H 2.300 3.907 -3.123 0.0 0.0 0.0 0.10
H 3.185 5.309 -0.330 0.0 0.0 0.0 0.14
H 2.958 4.392 1.944 0.0 0.0 0.0 0.12
H 1.821 2.624 3.291 0.0 0.0 0.0 0.13
H 0.584 1.607 2.673 0.0 0.0 0.0 -0.02
N -0.768 -0.172 -1.934 0.2 -0.1 -0.7 -0.39
P -0.867 -0.589 -3.442 -0.3 -0.3 0.2 0.58
N -1.607 -2.055 -3.455 -0.1 -0.1 0.0 -0.19
C -2.265 -2.658 -4.616 0.0 0.0 0.1 -0.22
C -1.743 -4.068 -4.856 0.0 0.0 0.0 -0.17
C -2.009 -4.973 -3.633 0.0 0.0 0.0 -0.18
C -2.340 -4.144 -2.390 0.0 0.0 0.0 -0.18
C -1.425 -2.940 -2.272 0.0 0.0 0.0 -0.18
N 0.637 -0.553 -4.136 0.4 -0.1 0.1 -0.19
C 1.803 -0.671 -3.220 -0.1 0.1 -0.1 -0.21
C 3.074 -0.983 -4.003 0.0 0.0 0.0 -0.18
C 3.114 -0.176 -5.292 0.0 0.0 0.0 -0.19
C 1.956 -0.592 -6.214 0.0 0.0 0.0 -0.17
C 0.816 -1.234 -5.422 -0.1 0.1 0.0 -0.21
N -1.786 0.339 -4.444 -0.2 0.1 -0.1 -0.19
C -3.192 0.517 -4.000 0.0 -0.1 -0.1 -0.20
C -3.461 1.977 -3.672 0.0 0.0 0.0 -0.18
C -3.338 2.835 -4.936 0.0 0.0 0.0 -0.19
C -2.256 2.270 -5.870 0.0 0.0 0.0 -0.18
C -1.187 1.528 -5.085 0.0 0.0 0.1 -0.20
H -2.114 -2.020 -5.485 0.0 0.0 0.0 0.10
H -3.347 -2.696 -4.445 0.0 0.0 0.0 0.12
H -0.670 -4.009 -5.054 0.0 0.0 0.0 0.10
H -2.208 -4.476 -5.755 0.0 0.0 0.0 0.11
H -1.124 -5.581 -3.431 0.0 0.0 0.0 0.11
H -2.823 -5.669 -3.841 0.0 0.0 0.0 0.10
H -2.238 -4.742 -1.484 0.0 0.0 0.0 0.11
H -3.376 -3.800 -2.422 0.0 0.0 0.0 0.12
H -0.383 -3.276 -2.205 0.0 0.0 0.0 0.12
H -1.636 -2.381 -1.362 0.0 0.0 0.0 0.09
H 1.628 -1.418 -2.442 0.0 0.0 0.0 0.09
H 1.928 0.285 -2.706 0.0 0.0 0.0 0.09
H 3.135 -2.051 -4.231 0.0 0.0 0.0 0.12
H 3.928 -0.754 -3.365 0.0 0.0 0.0 0.12
H 4.069 -0.306 -5.803 0.0 0.0 0.0 0.11
H 3.033 0.887 -5.044 0.0 0.0 0.0 0.11
H 2.305 -1.306 -6.963 0.0 0.0 0.0 0.11
H 1.578 0.276 -6.758 0.0 0.0 0.0 0.10
H 1.003 -2.303 -5.265 0.0 0.0 0.0 0.11
H -0.112 -1.160 -5.991 0.0 0.0 0.0 0.10
H -3.365 -0.106 -3.123 0.0 0.0 0.0 0.11
H -3.869 0.166 -4.786 0.0 0.0 0.0 0.12
H -2.735 2.292 -2.917 0.0 0.0 0.0 0.10
H -4.449 2.082 -3.223 0.0 0.0 0.0 0.12
H -3.106 3.867 -4.664 0.0 0.0 0.0 0.11
H -4.295 2.859 -5.462 0.0 0.0 0.0 0.11
H -1.787 3.064 -6.453 0.0 0.0 0.0 0.11
H -2.702 1.574 -6.587 0.0 0.0 0.0 0.11
H -0.742 2.195 -4.337 0.0 0.0 0.0 0.11
H -0.385 1.205 -5.745 0.0 0.0 0.0 0.09
```
Positions in Å, forces in eV/Å.

Properties
Expectation value of S²: 0.76
Spin multiplicity: 2
HOMO energy (alpha / beta) in eV: -6.109 / -6.488
Strongest force on any atom in eV/Å: 1.0
Energy relative to the best compared isomer or geometry (same formula, charge and spin) in kcal per mole: 40.9

---

Entry 4:
Formula: C4H6O2
Source: the Open Molecules 2025 dataset
Level of theory: ωB97M-V/def2-TZVPD

Structure (XYZ):
```
12
Properties=species:S:1:pos:R:3:forces:R:3:lowdin_charge:R:1
C 1.998 -0.200 -0.241 -3.8 -0.4 1.1 0.08
C 0.637 -0.108 0.181 3.6 1.5 -0.6 -0.40
C -0.261 1.132 0.324 0.2 1.6 -0.5 -0.07
C -1.499 -0.832 -0.163 -0.4 -0.7 1.1 -0.15
H 2.443 -1.218 -0.374 -0.4 1.2 0.3 0.06
H 2.605 0.701 -0.423 -0.6 -0.6 0.1 0.05
H 0.203 2.058 -0.304 -1.6 -2.3 1.2 0.16
H -0.452 1.557 1.441 0.3 -1.4 -2.6 0.16
H -1.576 -1.303 -1.216 0.5 0.5 1.8 0.15
H -2.391 -1.212 0.533 2.2 0.6 -1.3 0.16
O -1.563 0.564 -0.285 2.3 1.0 1.1 -0.15
O -0.143 -1.138 0.528 -2.4 -0.9 -1.7 -0.05
```
Positions in Å, forces in eV/Å.

Properties
HOMO energy in eV: -9.017
Strongest force on any atom in eV/Å: 3.9
Energy relative to the best compared isomer or geometry (same formula, charge and spin) in kcal per mole: 74.1
SMILES: C=C1COCO1